This record from the OMol25 dataset describes 4 unconnected molecules or ions with the total composition C25H63B2ClN3O2. The level of theory is wB97M-V/def2-TZVPD.

Cartesian coordinates (Å):
C (-1.9961, -1.0658, 0.6555)
C (-2.0659, 0.0155, 1.7620)
C (-0.8083, 0.1157, 2.6719)
B (0.5045, 0.9076, 2.0478)
C (0.2548, 1.5616, 0.5422)
B (0.9308, 2.2315, 3.0225)
O (2.2890, 2.6938, 3.1704)
O (-0.0393, 3.0389, 3.7400)
C (1.8494, -0.0542, 1.9918)
Cl (2.4305, -0.5211, 3.6927)
C (1.6750, -1.4094, 1.2423)
C (2.0579, -1.3494, -0.2543)
H (-3.0394, -1.3170, 0.3924)
H (-1.5258, -0.7370, -0.2757)
H (-1.5496, -2.0091, 0.9891)
H (-2.3675, 0.9695, 1.3156)
H (-2.9095, -0.2806, 2.4143)
H (-0.5264, -0.9009, 3.0084)
H (-1.1510, 0.6244, 3.5922)
H (-0.5260, 2.3363, 0.5707)
H (0.0808, 0.8210, -0.2510)
H (1.1906, 2.0938, 0.2692)
H (2.5669, 2.5920, 4.0721)
H (-0.0718, 2.7640, 4.6504)
H (2.6256, 0.5278, 1.4727)
H (2.3838, -2.1130, 1.7105)
H (0.6883, -1.8574, 1.3877)
H (3.0652, -0.9287, -0.3409)
H (2.1244, -2.3851, -0.6280)
H (1.3268, -0.8491, -0.8920)
C (4.5408, -0.6906, -5.3581)
C (4.8789, 0.4635, -4.4245)
N (5.0506, 0.0517, -3.0454)
C (5.0747, 1.1655, -2.1078)
C (6.2254, 2.1695, -2.2174)
C (6.0371, -0.9889, -2.8137)
C (7.4748, -0.7315, -3.2763)
H (3.6713, -1.2423, -4.9979)
H (4.3079, -0.3046, -6.3523)
H (5.3745, -1.3873, -5.4663)
H (4.0494, 1.1743, -4.4676)
H (5.7635, 0.9905, -4.8153)
H (5.0440, 0.7717, -1.0887)
H (4.1348, 1.7145, -2.2215)
H (7.1603, 1.7589, -1.8367)
H (5.9974, 3.0515, -1.6148)
H (6.3835, 2.5080, -3.2428)
H (5.6840, -1.9027, -3.3016)
H (6.0432, -1.2366, -1.7494)
H (7.5194, -0.3174, -4.2852)
H (8.0296, -1.6733, -3.2874)
H (8.0051, -0.0589, -2.6035)
C (-2.9994, 5.1569, 0.7586)
C (-2.2299, 5.0926, -0.5529)
N (-2.8442, 4.2248, -1.5415)
C (-1.9713, 3.9221, -2.6640)
C (-1.5426, 5.0778, -3.5734)
C (-4.2239, 4.5262, -1.8772)
C (-4.5457, 5.9286, -2.4041)
H (-3.1663, 4.1577, 1.1628)
H (-2.4272, 5.7249, 1.4931)
H (-3.9662, 5.6533, 0.6424)
H (-1.2355, 4.7018, -0.3230)
H (-2.0857, 6.1167, -0.9325)
H (-2.4397, 3.1447, -3.2751)
H (-1.0681, 3.4546, -2.2594)
H (-2.3535, 5.4059, -4.2240)
H (-0.7272, 4.7486, -4.2225)
H (-1.1799, 5.9361, -3.0064)
H (-4.8327, 4.3535, -0.9847)
H (-4.5818, 3.7843, -2.5964)
H (-4.0675, 6.7129, -1.8153)
H (-5.6248, 6.0992, -2.3563)
H (-4.2510, 6.0505, -3.4460)
C (-1.7812, -4.1367, 4.4354)
C (-3.1622, -4.5738, 3.9658)
N (-3.2310, -4.8063, 2.5353)
C (-4.5893, -4.9269, 2.0337)
C (-5.4328, -6.1102, 2.5182)
C (-2.2774, -5.7612, 1.9981)
C (-2.2833, -7.1821, 2.5711)
H (-1.4337, -3.2668, 3.8757)
H (-1.8207, -3.8635, 5.4911)
H (-1.0427, -4.9343, 4.3329)
H (-3.8618, -3.7714, 4.2156)
H (-3.4762, -5.4560, 4.5464)
H (-4.5613, -4.9354, 0.9403)
H (-5.1186, -4.0044, 2.2940)
H (-5.1218, -7.0466, 2.0557)
H (-6.4787, -5.9513, 2.2426)
H (-5.3967, -6.2266, 3.6022)
H (-1.2744, -5.3468, 2.1334)
H (-2.4039, -5.8132, 0.9134)
H (-2.3286, -7.1901, 3.6613)
H (-1.3639, -7.6969, 2.2811)
H (-3.1134, -7.7742, 2.1865)

The charge is -1. For the gap between HOMO and LUMO, the calculation gives 6.789 eV. Its HOMO energy is -4.162 eV.

This record from the OMol25 dataset describes a molecular structure, C25H63B3N9O15P. The level of theory is wB97M-V/def2-TZVPD.

Cartesian coordinates (Å):
C (3.1227, -2.8338, 3.6487)
O (2.0143, -2.0043, 3.3733)
C (2.5036, -0.7315, 2.9661)
C (1.4527, 0.0612, 2.2036)
C (0.0258, -0.1337, 2.7107)
C (-0.4128, 0.8419, 3.8059)
C (-1.9220, 0.7076, 4.0500)
C (-2.2407, -0.2988, 5.1809)
B (-2.6072, -1.7313, 4.7128)
O (-2.1571, -2.8290, 5.4779)
B (-1.8717, -3.9570, 4.7594)
O (-2.6020, -4.2825, 3.6303)
B (-2.8514, -3.1266, 2.9090)
P (-2.4563, -3.0780, 1.0008)
O (-0.8433, -3.4490, 1.0167)
O (-2.4736, -1.4465, 0.8600)
O (-3.3399, -2.0180, 3.5660)
H (3.7004, -3.0241, 2.7398)
H (2.7955, -3.7804, 4.0702)
H (3.7863, -2.3267, 4.3572)
H (2.8793, -0.1962, 3.8479)
H (3.3736, -0.8897, 2.3212)
H (1.4890, -0.2690, 1.1638)
H (1.7110, 1.1192, 2.2238)
H (-0.1119, -1.1539, 3.0773)
H (-0.6555, 0.0427, 1.8812)
H (0.1219, 0.6822, 4.7454)
H (-0.2009, 1.8553, 3.4625)
H (-2.3020, 1.6802, 4.3610)
H (-2.3887, 0.4602, 3.1007)
H (-3.0935, 0.0808, 5.7527)
H (-1.3911, -0.3728, 5.8581)
H (-0.9452, -4.6346, 5.0830)
H (-0.3481, -2.9288, 1.6659)
H (-2.4190, -1.1912, -0.0664)
O (-2.1334, 1.9480, 1.1376)
C (-2.4805, 2.5197, 0.1119)
N (-1.7158, 3.4545, -0.4904)
C (-3.8016, 2.2191, -0.5568)
H (-1.9927, 3.9355, -1.3303)
H (-0.8331, 3.6969, -0.0747)
H (-4.6094, 2.4277, 0.1428)
H (-3.8310, 1.1612, -0.8186)
H (-3.9440, 2.8148, -1.4571)
O (0.2646, 5.2639, -1.5696)
C (1.2077, 4.8374, -2.2229)
N (1.2206, 3.6028, -2.7634)
C (2.4437, 5.6730, -2.4617)
H (2.0009, 3.2481, -3.3032)
H (0.4179, 3.0174, -2.6005)
H (2.8775, 5.9389, -1.4995)
H (2.1559, 6.5879, -2.9781)
H (3.1889, 5.1423, -3.0504)
O (-2.2328, -7.2169, 9.9075)
C (-2.5596, -6.6125, 8.9057)
N (-1.7104, -5.7579, 8.2743)
C (-3.9289, -6.7598, 8.2824)
H (-1.9586, -5.2492, 7.4474)
H (-0.7914, -5.6364, 8.6632)
H (-4.6800, -6.4721, 9.0153)
H (-4.0824, -7.8038, 8.0168)
H (-4.0534, -6.1465, 7.3904)
O (-3.6660, 4.8545, -2.6532)
C (-4.0319, 5.4033, -3.6777)
N (-3.2581, 6.3419, -4.2838)
C (-5.3446, 5.0741, -4.3327)
H (-3.5308, 6.8092, -5.1268)
H (-2.3745, 6.5680, -3.8578)
H (-6.1479, 5.2781, -3.6256)
H (-5.3372, 4.0053, -4.5691)
H (-5.5201, 5.6518, -5.2407)
O (-5.0896, 1.9415, -4.6863)
C (-5.5039, 0.9054, -4.1906)
N (-6.4181, 0.9239, -3.1863)
C (-5.0319, -0.4493, -4.6483)
H (-6.7704, 0.0891, -2.7584)
H (-6.7415, 1.8171, -2.8560)
H (-3.9552, -0.5107, -4.5187)
H (-5.2533, -0.5668, -5.7030)
H (-5.5014, -1.2621, -4.0936)
O (3.8981, 2.7210, -3.3781)
C (5.0160, 2.6389, -3.8669)
N (5.3548, 3.3554, -4.9684)
C (6.0804, 1.7505, -3.2884)
H (6.2643, 3.3064, -5.3863)
H (4.6599, 3.9550, -5.3791)
H (5.7196, 0.7232, -3.2922)
H (6.2699, 2.0532, -2.2601)
H (7.0130, 1.8016, -3.8496)
O (-3.4116, -1.4293, -7.0360)
C (-2.5638, -0.8633, -7.6991)
N (-1.7806, -1.5368, -8.5837)
C (-2.3199, 0.6234, -7.5878)
H (-1.0765, -1.0898, -9.1390)
H (-1.9227, -2.5278, -8.6776)
H (-2.0518, 0.8611, -6.5602)
H (-3.2402, 1.1502, -7.8315)
H (-1.5265, 0.9690, -8.2499)
O (5.2903, -1.3718, -2.8650)
C (4.6156, -2.3213, -2.5059)
N (4.1412, -2.4117, -1.2418)
C (4.2539, -3.4535, -3.4377)
H (3.5678, -3.1679, -0.9186)
H (4.3610, -1.6648, -0.6038)
H (5.1700, -3.9134, -3.8033)
H (3.7046, -3.0478, -4.2850)
H (3.6444, -4.2152, -2.9537)
O (6.2497, -1.0156, 2.8401)
C (6.9478, -1.0292, 3.8344)
N (6.6463, -0.2758, 4.9267)
C (8.1940, -1.8772, 3.9372)
H (7.2054, -0.2703, 5.7582)
H (5.8228, 0.3003, 4.8868)
H (8.8801, -1.5888, 3.1435)
H (7.9196, -2.9211, 3.7987)
H (8.6983, -1.7691, 4.8966)

For the gap between HOMO and LUMO, the calculation gives 8.743 eV. Its HOMO energy is -8.395 eV.

This record from the OMol25 dataset describes 13 unconnected molecules or ions with the total composition C25H63F2N17O21S4. The level of theory is wB97M-V/def2-TZVPD.

Cartesian coordinates (Å):
C (-0.3847, -2.9170, 0.5684)
C (0.3767, -1.7246, 0.0547)
N (-0.2105, -0.4427, 0.4522)
C (-1.1373, -0.2140, 1.4446)
C (-1.3947, 1.1098, 1.4601)
N (-0.6668, 1.6595, 0.4494)
C (0.0555, 0.7157, -0.1402)
C (-0.6924, 3.0589, 0.0892)
H (-1.4538, -2.7541, 0.4153)
H (-0.1785, -3.0886, 1.6292)
H (-0.0946, -3.8723, 0.1366)
H (0.4572, -1.7019, -1.0329)
H (1.4157, -1.7366, 0.3957)
H (-1.5329, -0.9987, 2.0689)
H (-2.0633, 1.6642, 2.0997)
H (0.7195, 0.9071, -0.9614)
H (0.2005, 3.3460, -0.4535)
H (-0.7971, 3.6847, 0.9749)
H (-1.5481, 3.2268, -0.5587)
N (-0.9631, 3.3570, 5.1664)
S (0.4321, 4.0373, 4.9030)
O (0.7877, 5.0988, 5.7853)
O (0.8590, 4.1187, 3.5392)
F (1.3455, 2.8456, 5.5083)
S (-2.0221, 4.2372, 4.2979)
O (-2.1179, 3.8435, 2.9224)
O (-2.1076, 5.6273, 4.5616)
F (-3.2855, 3.5550, 4.9387)
C (2.8107, 2.9157, -3.3839)
O (1.7256, 3.0290, -2.7883)
N (2.8740, 2.3399, -4.6284)
N (3.9578, 3.4458, -2.9113)
H (3.7628, 2.3457, -5.0981)
H (2.2307, 1.6022, -4.8581)
H (3.9504, 3.8634, -1.9875)
H (4.7885, 3.4642, -3.4725)
C (-1.2975, -0.2399, 4.8655)
O (-1.3511, -1.3820, 4.4133)
N (-0.1031, 0.3871, 5.1281)
N (-2.3539, 0.6261, 4.9934)
H (0.6932, -0.2129, 5.2215)
H (-0.0360, 1.3650, 5.3500)
H (-3.2099, 0.4022, 4.5126)
H (-2.0354, 1.5852, 5.0718)
C (3.2375, 2.9567, 0.9006)
O (2.9186, 1.7876, 0.7244)
N (4.0454, 3.3893, 1.9103)
N (2.9357, 3.9239, -0.0379)
H (4.5405, 4.2561, 1.8162)
H (4.3055, 2.7420, 2.6302)
H (3.0290, 4.8986, 0.1922)
H (2.4226, 3.6471, -0.8664)
C (-4.9159, 1.1263, 2.5918)
O (-5.0226, 1.1663, 3.8014)
N (-4.8534, -0.0470, 1.8822)
N (-4.8718, 2.2554, 1.8190)
H (-4.7809, -0.0509, 0.8804)
H (-4.6140, -0.8778, 2.3930)
H (-5.1237, 3.1201, 2.2631)
H (-4.8777, 2.2251, 0.8146)
C (-3.8159, 0.3445, -1.9094)
O (-3.3550, 1.4325, -1.6213)
N (-3.6546, -0.7581, -1.1059)
N (-4.5118, 0.1141, -3.0630)
H (-2.9413, -0.7011, -0.3938)
H (-3.8988, -1.6999, -1.3587)
H (-4.8373, 0.9379, -3.5384)
H (-4.9385, -0.7750, -3.2453)
C (1.7980, 6.8289, -1.9880)
O (2.6777, 6.5546, -2.7933)
N (0.7040, 6.0366, -1.7983)
N (1.8354, 7.9679, -1.2276)
H (0.5857, 5.1781, -2.3061)
H (0.0869, 6.2020, -1.0225)
H (2.6517, 8.5291, -1.3836)
H (1.0577, 8.3037, -0.6923)
C (-1.5967, 3.7944, -3.8427)
O (-2.7452, 4.1940, -3.9441)
N (-1.1642, 2.8054, -3.0089)
N (-0.5421, 4.3475, -4.5343)
H (-0.3413, 2.2885, -3.2712)
H (-1.7625, 2.2746, -2.3876)
H (0.3907, 4.1791, -4.1923)
H (-0.7513, 5.1280, -5.1291)
C (-0.7503, 1.3948, -6.0224)
C (-2.1370, 0.9571, -5.5993)
O (-1.9048, -0.3933, -5.0966)
S (-0.5139, -0.4543, -4.3415)
O (0.2811, -1.5146, -4.8311)
O (-0.7102, -0.2686, -2.9477)
O (0.0493, 0.9378, -4.9344)
H (-0.6857, 2.4808, -6.0704)
H (-0.4310, 0.9671, -6.9735)
H (-2.9348, 0.8579, -6.3268)
H (-2.4713, 1.5700, -4.7593)
C (-1.9189, -5.3494, -4.1781)
C (-0.6820, -5.8064, -4.9418)
O (0.4308, -5.5329, -4.0842)
S (-0.0130, -4.8400, -2.7061)
O (0.7872, -3.6846, -2.5677)
O (-0.1560, -5.8311, -1.7030)
O (-1.4895, -4.4097, -3.1954)
H (-2.4120, -6.1946, -3.6920)
H (-2.6603, -4.8899, -4.8281)
H (-0.5278, -5.3136, -5.9008)
H (-0.7084, -6.8792, -5.1353)
C (2.3818, -1.9256, 4.9222)
C (3.6268, -2.8058, 5.0873)
C (3.4985, -3.6986, 3.8460)
O (2.8948, -2.9249, 2.8177)
C (2.2755, -1.7876, 3.3988)
H (2.3670, -0.9878, 5.4682)
H (1.5351, -2.5345, 5.2554)
H (3.5224, -3.4066, 5.9873)
H (4.5521, -2.2326, 5.0271)
H (2.8083, -4.5129, 4.1111)
H (4.4455, -4.1705, 3.5840)
H (1.2269, -1.6775, 3.1079)
H (2.8097, -0.8875, 3.0667)
C (1.2742, -7.7363, 0.6737)
C (2.6020, -8.1411, 1.2880)
C (2.8590, -6.9794, 2.2532)
O (1.5847, -6.6670, 2.7931)
C (0.5874, -6.9728, 1.8262)
H (0.7048, -8.6346, 0.4229)
H (1.3698, -7.1716, -0.2481)
H (3.4999, -8.2017, 0.6655)
H (2.6075, -9.0696, 1.8621)
H (3.2740, -6.1251, 1.6975)
H (3.5457, -7.1761, 3.0763)
H (0.1851, -6.0415, 1.4109)
H (-0.1915, -7.5396, 2.3338)

For the gap between HOMO and LUMO, the calculation gives 8.506 eV. Its HOMO energy is -8.880 eV.

This record from the OMol25 dataset describes 5 unconnected molecules or ions with the total composition C25H63N5O5P. The level of theory is wB97M-V/def2-TZVPD.

Cartesian coordinates (Å):
O (-3.9423, 2.4078, -4.1030)
N (-3.4898, 3.4613, -4.4249)
O (-2.3108, 3.7889, -3.8571)
C (-1.5566, 2.7500, -3.1876)
P (-1.8221, 2.5543, -1.5021)
O (-0.6139, 2.2328, -0.7063)
O (-2.9798, 1.4019, -1.2595)
O (-2.6977, 3.7633, -0.8493)
H (-0.5127, 3.0004, -3.3631)
H (-2.5774, 0.5729, -1.5371)
H (-3.6395, 3.5641, -0.8632)
C (-6.1953, -0.5620, 4.4918)
C (-4.7150, -0.6305, 4.1491)
N (-4.4705, -1.1365, 2.8121)
C (-3.0753, -1.4715, 2.5614)
C (-2.0481, -0.3342, 2.5395)
C (-5.1304, -0.4096, 1.7321)
C (-4.8516, 1.0915, 1.6347)
H (-6.6726, -1.5289, 4.3238)
H (-6.3217, -0.2894, 5.5411)
H (-6.7166, 0.1859, 3.8934)
H (-4.2202, -1.3179, 4.8425)
H (-4.2655, 0.3595, 4.3278)
H (-3.0344, -1.9982, 1.6038)
H (-2.7820, -2.2026, 3.3230)
H (-2.1216, 0.2767, 1.6413)
H (-1.0384, -0.7531, 2.5533)
H (-2.1453, 0.3200, 3.4080)
H (-6.2091, -0.5693, 1.8129)
H (-4.8314, -0.8938, 0.7994)
H (-4.9488, 1.5905, 2.6011)
H (-5.5648, 1.5554, 0.9503)
H (-3.8602, 1.2879, 1.2354)
C (-8.3936, 6.2265, -9.7131)
C (-7.8865, 5.2644, -8.6491)
N (-6.4391, 5.2143, -8.5732)
C (-5.9374, 4.0965, -7.7811)
C (-6.2587, 4.0672, -6.2865)
C (-5.7765, 6.4915, -8.3552)
C (-6.1706, 7.3010, -7.1135)
H (-7.9392, 6.0028, -10.6798)
H (-9.4769, 6.1361, -9.8095)
H (-8.1733, 7.2654, -9.4639)
H (-8.2231, 4.2531, -8.8954)
H (-8.3636, 5.5173, -7.6883)
H (-4.8527, 4.0627, -7.9106)
H (-6.3261, 3.1833, -8.2436)
H (-5.6757, 4.7964, -5.7283)
H (-5.9995, 3.0911, -5.8748)
H (-7.3198, 4.2422, -6.0950)
H (-5.9451, 7.1139, -9.2384)
H (-4.7025, 6.2932, -8.3332)
H (-7.2548, 7.3450, -6.9920)
H (-5.8095, 8.3268, -7.2142)
H (-5.7466, 6.8892, -6.2001)
C (5.1354, -2.4843, 3.2785)
C (4.2399, -1.2816, 3.5340)
N (3.1611, -1.1663, 2.5728)
C (2.4803, 0.1207, 2.6073)
C (1.7265, 0.4918, 3.8879)
C (2.3032, -2.3335, 2.4399)
C (1.5880, -2.8455, 3.6971)
H (5.5055, -2.4766, 2.2516)
H (5.9926, -2.4562, 3.9548)
H (4.6161, -3.4283, 3.4509)
H (4.8370, -0.3690, 3.4492)
H (3.8899, -1.3206, 4.5793)
H (1.7908, 0.1546, 1.7608)
H (3.2327, 0.8902, 2.4106)
H (0.8092, -0.0843, 3.9991)
H (1.4434, 1.5451, 3.8487)
H (2.3349, 0.3473, 4.7830)
H (2.9048, -3.1503, 2.0326)
H (1.5652, -2.0998, 1.6692)
H (2.2655, -2.8957, 4.5521)
H (1.2088, -3.8539, 3.5186)
H (0.7408, -2.2211, 3.9768)
C (11.8510, -5.3380, 3.1689)
C (10.4669, -5.9471, 3.3310)
N (9.4644, -4.9803, 3.7443)
C (8.2238, -5.5943, 4.1858)
C (7.3953, -6.3720, 3.1558)
C (9.3326, -3.8109, 2.8886)
C (8.9981, -4.0395, 1.4087)
H (12.1446, -4.8064, 4.0751)
H (12.5812, -6.1254, 2.9768)
H (11.8964, -4.6402, 2.3321)
H (10.5053, -6.7122, 4.1118)
H (10.2020, -6.4740, 2.4003)
H (7.5939, -4.8159, 4.6253)
H (8.4786, -6.2750, 5.0044)
H (6.8852, -5.7115, 2.4562)
H (6.6294, -6.9562, 3.6697)
H (8.0104, -7.0678, 2.5831)
H (10.2675, -3.2482, 2.9403)
H (8.5754, -3.1581, 3.3298)
H (9.6064, -4.8363, 0.9768)
H (9.2011, -3.1286, 0.8426)
H (7.9509, -4.2926, 1.2523)

The charge is -1. For the gap between HOMO and LUMO, the calculation gives 5.666 eV. The value obtained for the relative energy (zero: lowest compared OMol25 entry of this formula, charge and spin) is 0.0 kcal per mole. Its HOMO energy is -3.574 eV.